No. 1
40
Properties=species:S:1:pos:R:3:forces:R:3 method="wB97M-V/def2-TZVPD" charge=+2 fmax_ev_per_a=5.78 lumo_energy_ev=-9.68 gap_ev=5.0
C -0.796953 -2.121970 -1.784887 -0.760 0.284 -0.057
C 0.336475 -1.094565 -1.818118 3.112 -3.792 -1.135
H -0.504543 -2.988634 -2.409902 0.074 0.426 0.338
H -1.742850 -1.698962 -2.184684 0.544 -0.170 0.302
H -0.996465 -2.506894 -0.756720 0.196 0.334 -0.628
O 1.530966 -1.464829 -1.750892 -5.243 2.384 -0.517
I 0.958861 2.646182 -0.249527 -1.129 -0.677 0.359
In -0.722835 0.367751 0.002066 -0.094 1.542 2.758
P -0.151713 0.590742 -2.912794 2.122 0.298 -2.094
C 1.550302 1.066089 -3.284917 0.011 0.204 0.274
C -0.578623 -0.353893 -4.397374 -0.326 -0.539 0.220
H -2.127799 2.051751 -2.767318 0.203 0.147 -0.255
H -1.171555 2.217365 -4.299396 0.023 -0.209 0.407
H -0.590718 2.985925 -2.763494 -0.176 -0.374 -0.091
C -1.120894 2.129644 -3.201748 -0.615 0.120 1.094
H -1.616393 -0.701683 -4.371983 0.162 0.043 -0.142
H -0.444902 0.366029 -5.210997 -0.057 -0.260 0.008
H 1.521055 1.326379 -4.346531 0.278 -0.016 0.069
H 2.222801 0.225338 -3.080092 -0.058 0.343 -0.267
H 0.103237 -1.200431 -4.528940 -0.146 0.133 -0.058
H 1.833283 1.935210 -2.682817 0.080 -0.315 -0.415
C 2.233304 -0.238110 0.184635 3.545 0.683 -0.556
O 3.285600 -0.003943 -0.208072 -2.620 -0.631 1.255
Cl -3.082762 0.456215 -0.009362 1.166 -0.222 -0.372
N -0.179102 -2.780578 1.167918 0.093 0.168 0.065
C -0.295848 -1.897268 2.232968 0.160 0.304 -0.580
N -0.236773 -0.595629 2.020022 -0.092 0.066 -0.974
C -0.134426 0.142325 3.214673 0.111 -0.189 0.545
C 0.150090 1.505837 3.351493 -0.175 0.458 0.221
C 0.275216 2.039645 4.645176 -0.149 -0.653 -0.044
C 0.152194 1.213179 5.783358 -0.022 -0.507 -0.085
C -0.122026 -0.159630 5.641554 0.001 -0.042 0.052
C -0.255722 -0.684957 4.353488 0.030 0.401 -0.281
S -0.459624 -2.381324 3.856410 0.295 0.755 0.427
H 0.689727 -2.681146 0.627677 -0.373 -0.019 0.557
H -0.359762 -3.751442 1.388397 0.054 -0.003 0.066
H 0.273608 2.168641 2.474500 -0.126 -0.575 0.706
H 0.473534 3.102923 4.784538 0.001 -0.339 -0.132
H 0.307912 1.619193 6.797588 -0.189 -0.193 -0.739
H -0.205874 -0.850477 6.494123 0.090 0.631 -0.304

No. 2
51
Properties=species:S:1:pos:R:3:forces:R:3 method="wB97M-V/def2-TZVPD" charge=+1 fmax_ev_per_a=5.33 lumo_energy_ev=-3.85 gap_ev=8.2
C 2.473062 -2.719962 0.938745 0.722 -0.497 0.658
C 3.296589 -1.425590 0.474329 0.176 -0.992 -0.494
I 3.845742 -0.207701 2.245838 -0.353 -1.295 0.052
C 2.658552 -0.578202 -0.730846 2.645 -0.903 0.510
I 3.499430 1.464542 -0.570521 -0.986 -0.272 -1.318
N 1.162220 -0.591455 -0.836280 -0.944 1.733 -1.438
C 0.442924 0.363543 0.095618 0.089 0.922 2.369
C -0.977744 -0.157172 0.614508 0.342 0.052 0.246
C -2.222853 0.285134 -0.277567 1.486 1.598 -1.326
F -2.221142 -0.305891 -1.591018 -0.259 0.803 3.031
F -1.999981 1.688325 -0.554093 -0.546 -2.734 0.592
C -3.641211 0.243186 0.443991 -0.505 3.736 0.045
F -4.536262 1.007887 -0.369306 1.824 -2.664 1.678
F -3.483501 1.085139 1.605618 -0.147 -2.048 -2.348
C -4.201607 -1.124288 0.983962 -1.517 0.808 3.431
F -3.596319 -1.302230 2.282596 -0.692 0.238 -3.132
F -5.579458 -0.912125 1.311947 3.229 -0.868 -1.449
C -3.958902 -2.486536 0.227985 1.266 -3.399 2.463
F -2.637500 -2.751839 -0.205948 -2.655 1.491 1.182
F -4.177128 -3.498057 1.228954 0.287 2.634 -2.245
S -5.112822 -2.952205 -1.162926 -1.643 -2.909 -4.153
F -4.637475 -4.564395 -0.986406 -0.692 2.785 -0.099
F -6.396999 -3.251205 -0.157713 2.340 1.195 -1.406
F -5.558270 -1.398014 -1.498047 0.641 -2.077 1.189
F -3.851464 -2.785441 -2.264414 -1.972 0.080 1.606
F -6.066577 -3.444771 -2.438132 1.495 0.938 2.177
C 0.840501 -0.152036 -2.273876 -1.382 -0.674 -2.017
C 0.565138 -1.523966 -3.088534 2.443 -1.823 -2.283
O 1.544796 -2.139622 -3.520855 -3.621 2.070 1.828
F -0.717300 -2.030369 -3.371539 2.439 1.741 1.175
H 1.937468 -2.560764 1.946649 0.530 -0.136 -1.819
H 1.785932 -3.158839 0.132766 0.852 0.720 1.064
H 3.254034 -3.543321 1.152877 -1.318 1.281 -0.349
H 4.314611 -1.812782 0.092977 -1.666 0.964 0.498
H 3.087285 -1.001968 -1.708674 -0.946 0.511 1.488
H 0.710279 -1.514752 -0.735787 0.821 0.113 0.358
H 0.447202 1.401743 -0.365078 -0.200 -1.495 0.537
H 1.111587 0.441209 1.036487 -1.063 -0.209 -1.476
H -0.883036 -1.281322 0.785597 -0.558 1.358 -0.354
H -1.117474 0.300574 1.665572 0.049 -0.610 -1.797
H -0.020483 0.587735 -2.330330 0.951 -1.252 0.371
H 1.733813 0.330659 -2.792909 -1.115 -0.822 1.015
C 4.715768 6.084911 1.928635 0.026 0.119 -0.039
C 3.735798 4.963034 1.652178 0.269 0.125 0.280
O 4.085372 4.290452 0.444095 0.044 -0.508 -0.414
H 4.722891 6.800018 1.102348 -0.094 -0.047 0.091
H 4.455670 6.612025 2.848973 0.063 -0.033 -0.045
H 5.733685 5.695371 2.022199 -0.062 -0.002 0.121
H 2.724582 5.358198 1.537839 0.078 -0.154 -0.166
H 3.732126 4.236548 2.471080 -0.099 0.095 0.096
H 4.978454 3.936588 0.556436 -0.069 0.312 0.017

No. 3
43
Properties=species:S:1:pos:R:3:forces:R:3 method="wB97M-V/def2-TZVPD" de_lowest_kj_mol=0.00 s_squared=2.08 charge=+2 fmax_ev_per_a=7.03 spin_multiplicity=3 lumo_energy_ev="-9.28 / -9.60" gap_ev="6.2 / 6.3"
I -3.141994 -2.650586 -1.620390 0.592 -0.318 0.450
I 0.479393 -3.217281 1.038702 -0.380 0.143 -0.222
V -1.081414 -1.746650 -0.350509 0.196 -1.617 0.544
P 0.619123 -1.639930 -2.010696 1.184 0.252 -0.712
C 0.408908 -3.247089 -2.806378 -0.165 -0.194 -0.101
C 0.415751 -0.411898 -3.319669 -0.368 0.185 -0.124
H 0.921289 -0.768015 -4.227177 -0.066 0.118 0.228
H 2.931667 -1.251780 -2.553053 -0.229 -0.012 0.226
H 0.843320 0.546544 -3.003998 -0.046 -0.204 -0.089
H 2.551245 -0.614993 -0.911013 -0.052 -0.355 -0.323
H -0.618868 -3.325747 -3.176869 0.302 -0.023 -0.108
H -0.642805 -0.257273 -3.538950 0.096 -0.001 -0.146
C 2.395812 -1.450216 -1.612608 0.072 -0.225 0.299
H 1.116678 -3.284290 -3.644109 -0.119 -0.158 0.142
H 2.808969 -2.366688 -1.169160 -0.216 0.265 -0.064
H 0.580071 -4.065387 -2.099169 0.106 0.160 -0.199
P -1.860715 -0.834167 1.725180 -0.207 1.205 1.111
C -2.991176 -2.114312 2.278298 -0.186 -0.331 -0.065
C -0.752489 -0.422799 3.119589 0.273 -0.301 0.040
H -2.208890 1.568373 1.622353 -0.248 -0.290 0.062
H -3.536757 0.723433 2.513782 0.319 0.020 -0.307
H -3.473987 0.700064 0.718020 0.019 0.065 0.475
C -2.869687 0.687673 1.635853 -0.133 -0.026 -0.388
H 0.101571 0.182251 2.778358 -0.354 -0.227 0.130
H -1.330578 0.138478 3.868508 0.073 -0.108 -0.307
H -3.454458 -1.764027 3.206741 0.030 -0.169 -0.060
H -2.464059 -3.059974 2.424675 -0.077 0.131 0.147
H -0.371052 -1.332327 3.598915 -0.041 0.166 -0.202
H -3.759018 -2.270365 1.516880 -0.044 0.056 0.171
C -2.067090 -0.255063 -1.159366 -3.016 5.781 -2.629
O -2.604701 0.696238 -1.601363 2.342 -4.387 1.855
F 3.472109 5.304994 1.102196 -1.160 -1.463 -0.449
C 2.707755 4.232464 0.831279 1.145 1.423 0.448
C 3.087123 2.996761 1.362208 0.798 -0.672 0.680
F 4.197276 2.887438 2.128615 -1.452 0.194 -1.008
C 2.301357 1.890985 1.086278 1.024 -0.632 0.830
F 2.663828 0.695293 1.604245 -0.399 1.088 -0.530
C 1.141670 1.973955 0.289115 -0.281 -0.870 0.029
S 0.196554 0.562342 -0.022699 0.718 1.563 0.162
C 0.790803 3.246487 -0.228271 -0.839 0.780 -0.737
F -0.324396 3.331172 -0.989700 1.271 0.093 0.821
C 1.564236 4.377863 0.036065 -0.735 0.655 -0.633
F 1.257625 5.608048 -0.440709 0.253 -1.760 0.556

No. 4
41
Properties=species:S:1:pos:R:3:forces:R:3 method="wB97M-V/def2-TZVPD" de_lowest_kj_mol=162.82 charge=0 fmax_ev_per_a=3.94 lumo_energy_ev=0.72 gap_ev=9.0 smiles=CC1(C)CN1C(F)(F)C(CN1CCCC1)(C(F)(F)F)C(F)(F)F
F 1.824619 -1.967200 -2.313659 -1.002 -0.526 -0.729
F 2.480375 -2.335814 -0.397861 1.214 0.477 1.600
F 0.626662 -3.178340 -0.809237 0.203 1.686 -1.239
F -0.615964 -0.789924 -2.571723 0.122 -1.562 -1.582
F -0.719512 1.039214 -1.730696 0.244 2.174 0.807
F 1.219625 0.421128 -2.598941 -0.498 0.940 -0.806
F 2.872986 0.259838 -0.512919 -0.119 0.634 -0.436
F 1.917668 -0.241815 1.327994 -0.163 -0.156 0.208
N -1.801295 -1.408591 0.117118 0.158 -1.002 -0.065
N 1.259469 1.697098 0.223693 0.637 -1.504 -1.869
C 2.559136 3.770528 0.051574 1.188 0.193 -2.756
C 3.079655 2.393684 2.014435 0.400 1.013 -0.252
C 1.391818 -2.036578 -1.059121 -0.380 -0.226 0.627
C 0.139488 0.075466 -1.914407 0.049 -2.651 2.011
C -3.049205 -0.594361 0.152865 0.963 -1.257 -0.309
C -2.012913 -2.830175 -0.330248 1.085 1.608 -1.645
C 0.681153 2.538578 1.264008 1.261 -0.868 0.209
C -0.490468 -1.037417 0.557070 -1.056 1.034 -2.690
C 1.657457 0.300010 0.072368 -0.301 0.265 1.843
C -3.994494 -1.548103 -0.535744 -0.935 -0.059 -1.876
C -3.463267 -3.015278 -0.436293 -1.282 2.386 2.865
C 2.157565 2.615956 0.828603 -1.682 -0.317 3.112
C 0.668305 -0.672931 -0.616202 -1.145 0.101 0.876
H 1.810427 3.898256 -0.778115 0.975 0.206 0.619
H 3.626175 3.593479 -0.371922 -1.769 0.456 0.448
H 2.584753 4.618599 0.702734 0.094 0.797 0.138
H 2.776158 1.694588 2.771369 -0.270 -0.439 0.040
H 3.171995 3.408831 2.506938 0.038 -1.119 -0.470
H 4.039230 2.123721 1.609212 0.721 -0.204 0.238
H -2.942490 0.353461 -0.384694 0.063 -0.126 0.058
H -3.570875 -0.395132 1.109163 1.219 0.041 0.349
H -1.626570 -2.999779 -1.399949 0.158 0.241 1.731
H -1.629306 -3.541953 0.378911 0.833 -0.193 0.105
H 0.450568 2.064878 2.222577 0.252 0.235 -0.218
H 0.127561 3.427587 1.027036 -0.859 -0.275 -0.715
H -0.627694 -0.182825 1.159784 0.271 1.261 0.595
H -0.102226 -1.786063 1.170781 1.082 -1.276 0.797
H -4.963487 -1.321579 -0.062933 -0.107 -0.727 -0.803
H -3.998772 -1.362325 -1.646348 -0.385 0.260 1.030
H -3.830916 -3.482165 0.477490 -0.293 -0.187 -0.118
H -3.683390 -3.566548 -1.274710 -0.982 -1.336 -1.729

No. 5
37
Properties=species:S:1:pos:R:3:forces:R:3 method="wB97M-V/def2-TZVPD" de_lowest_kj_mol=18.55 charge=0 fmax_ev_per_a=2.08 lumo_energy_ev=0.54 gap_ev=9.9 smiles="C[C@@H](O)[C@H](N)C(=O)N[C@@H](Cc1ccccc1)C(=O)O"
C 1.473030 -0.558393 1.961122 0.062 -0.371 0.281
C 0.203366 -1.293956 1.552380 -0.134 -0.357 -0.176
C 1.075236 0.671087 2.789759 -0.503 -0.087 1.238
C 2.269557 1.291604 3.515576 0.272 -1.960 0.652
C -1.724016 -1.297217 0.023929 0.252 0.040 -0.362
C -1.706001 -2.684601 -0.655873 -0.018 0.334 0.063
C -2.397071 -0.214535 -0.833187 0.428 0.651 0.560
C -1.484854 0.445145 -1.849363 -0.129 -0.359 -0.103
C -0.886501 1.661521 -1.556625 0.104 0.516 0.573
C -1.213471 -0.166700 -3.078875 0.555 1.018 0.124
C -0.018403 2.279671 -2.463104 0.146 0.103 -0.014
C -0.356640 0.442559 -3.983636 0.423 0.272 -0.455
C 0.258720 1.673873 -3.680820 -0.730 -0.682 0.266
H 2.345227 -0.881514 0.124340 -0.051 0.467 0.319
H 3.116523 0.228160 1.024903 0.574 0.241 0.219
H 2.025260 -1.259393 2.621714 -0.204 0.307 -0.380
H 0.316057 0.345748 3.562970 0.745 0.291 -0.823
H 0.972587 1.707102 1.163485 -0.264 -0.058 0.418
H 1.984262 2.135540 4.080454 -0.584 0.955 0.644
H 3.012553 1.631591 2.832378 0.705 0.193 -0.717
H 2.752395 0.563172 4.232173 -0.508 0.619 -0.794
H 0.071949 -0.143059 -0.103553 -0.046 0.117 -0.107
H -2.296686 -1.426444 0.938904 -0.082 -0.020 0.222
H -2.792608 0.570250 -0.154801 0.213 -0.459 -0.339
H -3.222954 -0.688475 -1.321808 -0.553 -0.199 -0.341
H -1.112081 2.127348 -0.577446 0.194 -0.172 -0.678
H -1.657236 -1.094960 -3.322656 -0.432 -0.804 -0.120
H 0.457101 3.240526 -2.241072 -0.285 -0.352 0.092
H -0.161712 -0.045542 -4.954769 -0.101 0.329 0.623
H 0.906223 2.163179 -4.386670 0.161 0.001 -0.175
H -0.897076 -3.303756 0.995483 -0.234 -0.056 -0.619
N 2.207033 -0.102075 0.778894 -0.494 -0.827 -0.513
N -0.374285 -0.891085 0.403618 0.018 -0.272 0.548
O -0.254899 -2.214012 2.242988 0.133 0.454 -0.283
O 0.434315 1.627205 1.977125 0.097 0.200 -0.526
O -2.146885 -2.894098 -1.754302 0.048 -0.044 0.156
O -1.178015 -3.645469 0.096364 0.227 -0.030 0.528

No. 6
34
Properties=species:S:1:pos:R:3:forces:R:3 method="wB97M-V/def2-TZVPD" de_lowest_kj_mol=0.00 charge=0 fmax_ev_per_a=0.94 lumo_energy_ev=0.74 gap_ev=8.8 smiles="CC(C)c1ccccc1NC1=NCCCS1"
C -0.951822 2.182176 1.183934 -0.074 0.125 -0.121
H -1.510404 2.803942 1.880905 -0.039 0.052 0.097
H -0.854209 1.191828 1.618728 0.029 -0.057 0.076
H 0.043859 2.604963 1.067934 0.105 0.024 0.063
C -1.668347 2.153210 -0.169003 -0.029 -0.123 0.155
C -0.828218 1.530912 -1.264788 0.038 0.109 0.009
C -0.589612 2.280444 -2.410146 0.004 -0.053 -0.062
C 0.187733 1.807261 -3.451725 0.035 0.036 -0.094
C 0.740902 0.542946 -3.368358 0.041 0.058 -0.018
C 0.504847 -0.231605 -2.250071 -0.093 0.001 -0.006
C -0.260542 0.251023 -1.191348 0.139 0.171 -0.359
N -0.489457 -0.569632 -0.083039 -0.757 0.304 -0.218
C 0.393655 -1.319298 0.627654 0.884 -0.256 0.185
N -0.050926 -2.010680 1.582320 -0.592 0.108 0.089
C 0.723118 -2.844848 2.450866 0.325 -0.211 0.041
C 2.129334 -3.187330 1.958408 -0.210 0.078 0.133
C 2.876267 -1.918697 1.592324 -0.256 0.114 -0.261
H 2.859982 -1.195999 2.409739 0.087 -0.073 0.021
H 3.908659 -2.118451 1.307505 -0.022 0.064 0.005
S 2.113157 -1.139131 0.128502 0.061 -0.067 0.277
H 2.068265 -3.836019 1.081443 0.053 -0.033 0.043
H 2.667028 -3.718165 2.746181 -0.001 -0.057 0.003
H 0.785612 -2.339444 3.424084 0.022 -0.159 -0.007
H 0.142215 -3.761911 2.598487 0.159 0.057 0.122
H -1.412498 -0.550872 0.325016 0.166 -0.131 0.009
H 0.904325 -1.231878 -2.193572 -0.023 -0.107 -0.036
H 1.342343 0.152658 -4.175230 0.053 -0.042 -0.072
H 0.356647 2.422944 -4.322301 0.014 0.051 -0.078
H -1.018445 3.270368 -2.482791 -0.049 0.087 0.032
C -3.055536 1.509945 -0.060446 0.143 0.219 -0.103
H -3.017036 0.505492 0.355045 -0.062 -0.107 0.059
H -3.688245 2.111221 0.589383 -0.095 -0.014 0.090
H -3.522017 1.455693 -1.041837 -0.098 -0.038 -0.045
H -1.830635 3.196933 -0.463801 0.042 -0.130 -0.028